Molecular formula: C38H38BCrN6OP2S3
Method: DFT, ωB97M-V with the def2-TZVPD basis set

The calculation puts the electronic energy at -131196.630 eV. The frontier orbital gap (alpha / beta) is 7.6 / 7.8 eV. The calculation puts the HOMO energy (alpha / beta) at -7.2 / -7.3 eV. The spin multiplicity is 4.

Geometry as XYZ:
```
90
Properties=species:S:1:pos:R:3:forces:R:3
Cr 0.582922 -1.915500 -0.138038 0.372 -0.437 1.085
C 3.240823 -0.934391 -3.381648 -0.023 0.001 0.010
C 2.893731 -0.878451 -2.030812 0.028 -0.008 -0.026
N 1.811447 -1.613181 -1.803855 -0.080 0.185 -0.119
N 1.461983 -2.177779 -2.978910 -0.014 -0.145 0.084
C 2.305619 -1.782823 -3.939145 0.010 0.035 -0.054
B 0.530921 -3.406203 -2.955968 0.054 0.058 0.103
N -0.880427 -2.995580 -2.519834 0.072 0.024 0.014
C -2.046386 -3.331385 -3.081950 -0.062 -0.005 -0.027
C -3.058276 -3.077510 -2.179280 0.021 0.015 -0.001
C -2.399551 -2.586298 -1.052289 -0.021 -0.075 0.014
N -1.089565 -2.521679 -1.269816 -0.061 0.125 -0.202
N 1.089305 -4.351855 -1.847284 -0.031 0.060 -0.090
C 1.651203 -5.563714 -1.946497 0.012 -0.054 0.018
C 2.098235 -5.946671 -0.696145 -0.015 0.021 -0.013
C 1.764666 -4.872747 0.132529 -0.068 -0.032 0.036
N 1.157301 -3.924864 -0.569269 0.020 0.028 0.037
H 4.062913 -0.440508 -3.868114 0.002 -0.004 -0.008
H 3.394920 -0.377857 -1.222886 -0.044 0.033 -0.001
H 2.187363 -2.142059 -4.947716 0.023 -0.047 0.009
H 0.514361 -3.957513 -4.021782 -0.012 0.033 0.032
H -2.071119 -3.742267 -4.077274 0.019 -0.025 0.005
H -4.115517 -3.228625 -2.304292 -0.001 -0.018 -0.003
H -2.812760 -2.323918 -0.096337 0.017 0.061 -0.019
H 1.693663 -6.070461 -2.895845 -0.006 0.010 -0.012
H 2.590633 -6.863177 -0.425131 -0.003 -0.007 0.001
H 1.924088 -4.736438 1.190179 0.012 0.009 0.000
S -0.760436 -2.458606 1.973876 0.038 0.014 -0.242
P -0.994173 -0.464100 1.721034 -0.434 0.486 -0.400
C 0.196190 0.109510 0.632896 0.152 -0.400 0.656
P 1.721996 0.196856 1.416690 0.007 0.542 -0.534
S 2.594640 -1.629082 1.327290 -0.125 -0.040 -0.233
C 1.845570 0.917832 3.079162 0.061 -0.187 0.099
C 2.050846 0.102461 4.185254 0.045 0.009 -0.019
C 2.177104 0.663616 5.448818 0.003 -0.016 -0.015
C 2.095997 2.038159 5.607182 -0.003 0.022 -0.009
C 1.879433 2.856379 4.504415 0.010 -0.025 0.001
C 1.753501 2.298641 3.243401 0.017 -0.026 0.009
C 2.778793 1.357224 0.484391 0.011 -0.130 -0.157
C 4.098845 1.589593 0.867545 -0.056 -0.007 0.025
C 4.936095 2.333833 0.054263 0.017 0.001 -0.018
C 4.460135 2.856434 -1.145192 0.002 0.006 0.015
C 3.142510 2.645176 -1.519106 -0.022 -0.041 0.031
C 2.305045 1.888409 -0.706994 -0.071 0.105 0.058
C -2.640899 -0.167200 0.989902 0.037 -0.147 -0.133
C -2.744191 0.411042 -0.266365 0.019 0.076 0.016
C -3.986798 0.512877 -0.882747 0.023 0.016 0.031
C -5.121931 0.038368 -0.245806 0.005 -0.019 0.018
C -5.020890 -0.531892 1.020614 -0.002 0.003 -0.021
C -3.784483 -0.636690 1.634467 0.022 0.036 0.009
C -1.267715 0.445641 3.275952 0.120 -0.161 0.118
C -1.342870 -0.204457 4.498483 -0.026 -0.012 -0.012
C -1.670946 0.508563 5.646039 -0.010 -0.010 -0.006
C -1.917179 1.869433 5.568891 0.007 0.017 -0.016
C -1.827441 2.526583 4.345738 -0.018 -0.022 0.013
C -1.506836 1.817365 3.202098 -0.036 -0.046 0.004
H 2.118271 -0.969948 4.043780 0.005 -0.002 0.019
H 2.343732 0.027011 6.308298 -0.005 -0.007 0.000
H 2.205878 2.476495 6.591037 -0.014 0.004 0.003
H 1.817134 3.929817 4.629532 -0.017 0.004 -0.002
H 1.588585 2.933643 2.380734 0.022 0.014 0.001
H 4.469695 1.176119 1.798788 0.025 -0.032 -0.023
H 5.966154 2.496410 0.344497 -0.003 0.018 0.009
H 5.124604 3.418689 -1.789077 -0.007 0.028 0.012
H 2.776317 3.040268 -2.459509 0.005 0.000 -0.003
H 1.284391 1.652328 -0.988508 -0.006 0.015 -0.032
H -1.834382 0.713581 -0.772022 -0.014 -0.031 -0.028
H -4.064529 0.937232 -1.876837 0.006 -0.004 0.001
H -6.085105 0.095140 -0.737314 -0.011 0.028 0.016
H -5.906045 -0.906314 1.518781 -0.002 0.000 0.003
H -3.698612 -1.112095 2.605415 -0.010 0.014 0.010
H -1.148409 -1.270015 4.544284 0.008 0.001 0.018
H -1.736245 -0.000766 6.599082 0.006 -0.010 -0.002
H -2.179997 2.423137 6.461375 0.013 0.006 0.002
H -2.013061 3.591660 4.288366 0.001 0.004 -0.006
H -1.442486 2.317971 2.242206 -0.014 0.016 0.002
O -0.415897 0.245490 -2.555920 0.023 0.224 -0.250
S -0.296506 1.354549 -3.548485 0.003 -0.296 0.134
C -0.625344 2.927129 -2.695770 0.017 0.123 -0.037
C -1.505385 3.730602 -3.639661 -0.020 -0.058 0.027
C -2.594591 2.760586 -4.101189 0.049 0.012 0.003
C -1.889532 1.448463 -4.451762 -0.067 0.054 -0.086
H 0.323883 3.405728 -2.462152 0.007 -0.007 0.040
H -1.135140 2.661946 -1.766470 -0.004 -0.007 -0.009
H -0.917718 4.070269 -4.497279 -0.010 0.022 0.000
H -1.917087 4.615146 -3.153669 0.010 0.005 0.010
H -3.151730 3.156957 -4.949780 -0.035 -0.035 0.004
H -3.302862 2.598502 -3.286795 0.011 0.016 0.006
H -1.660480 1.372915 -5.514512 -0.005 0.009 -0.002
H -2.429919 0.552824 -4.144276 0.016 -0.014 -0.006
```
Positions in Å, forces in eV/Å.